No. 1
Computed, not measured: a structure of composition C5H10NO2 in a non-equilibrium geometry, with ωB97M-V/def2-TZVPD.

The geometry in XYZ format:
```
18
C5H10NO2 ωB97M-V/def2-TZVPD
C 0.21 1.41 -1.70
C -0.56 0.31 -1.31
N -0.41 -0.47 -0.16
C -1.27 0.19 0.84
C 1.02 -0.43 0.25
C 1.30 -1.56 1.24
O 0.82 -1.30 2.48
O -1.90 0.17 -1.74
H -1.75 1.08 -1.29
H -0.14 2.43 -1.50
H 0.86 1.34 -2.55
H -1.04 1.28 0.84
H -0.99 -0.18 1.83
H -2.32 0.00 0.68
H 1.57 -0.64 -0.67
H 1.20 0.58 0.63
H 2.42 -1.66 1.29
H 0.98 -2.55 0.83
```

Calculated values
- strongest force on any atom (hartree/bohr) = 0.072
- net charge = -1
- HOMO level (hartree) = -0.0929

Atom charges from the natural (NBO) analysis, given in e for atoms 1 to 8:
1 C -1.014
2 C 0.674
3 N -0.431
4 C -0.451
5 C -0.244
6 C -0.033
7 O -0.971
8 O -0.677

***

No. 2
Computed, not measured: a structure of composition C5H10NO2 in a non-equilibrium geometry, with ωB97M-V/def2-TZVPD.

The geometry in XYZ format:
```
18
C5H10NO2 ωB97M-V/def2-TZVPD
O -2.90 0.04 1.11
C -1.89 0.02 0.36
N -1.26 -1.13 -0.38
C 0.03 -0.85 -1.05
C 1.33 -1.03 -0.20
C 1.95 0.07 0.75
O 3.19 -0.30 1.04
C -1.58 1.49 -0.12
H -1.12 -0.70 0.90
H 0.12 -1.50 -1.94
H 0.15 0.14 -1.46
H 2.16 -1.35 -0.88
H 1.19 -1.91 0.43
H 1.29 0.21 1.65
H 1.91 1.08 0.16
H -0.60 1.75 -0.59
H -2.35 1.88 -0.69
H -1.60 2.08 0.90
```

Calculated values
- strongest force on any atom (hartree/bohr) = 0.109
- net charge = -1
- HOMO level (hartree) = -0.0997

Atom charges from the natural (NBO) analysis, given in e for atoms 1 to 8:
1 O -0.620
2 C 0.397
3 N -0.371
4 C -0.283
5 C -0.452
6 C 0.004
7 O -0.930
8 C -0.695

***

No. 3
Computed, not measured: a cluster of 2 separate species, C5H10NO2 in total, with ωB97M-V/def2-TZVPD.

The geometry in XYZ format:
```
18
C5H10NO2 ωB97M-V/def2-TZVPD
C -2.76 0.19 1.48
C -1.42 0.54 0.87
C -0.90 1.76 0.97
N 0.20 2.22 0.23
H -3.23 1.09 1.89
H -3.43 -0.23 0.73
H -2.68 -0.55 2.28
H -0.93 -0.19 0.23
H -1.32 2.51 1.64
H 0.81 2.79 0.79
H 0.69 1.43 -0.22
O 0.54 -2.04 -0.80
C 1.48 -1.27 -1.10
O 1.58 -0.05 -0.84
C 2.64 -1.92 -1.90
H 2.85 -2.89 -1.45
H 2.34 -2.09 -2.93
H 3.53 -1.29 -1.87
```

Calculated values
- strongest force on any atom (hartree/bohr) = 0.013
- net charge = -1
- HOMO level (hartree) = -0.1505

Atom charges from the natural (NBO) analysis, given in e for atoms 1 to 8:
1 C -0.617
2 C -0.312
3 C -0.005
4 N -0.852
5 H 0.185
6 H 0.197
7 H 0.191
8 H 0.250

***

No. 4
Computed, not measured: the ion C5H10NO2 with charge +1 in a non-equilibrium geometry, with ωB97M-V/def2-TZVPD.

The geometry in XYZ format:
```
18
C5H10NO2 ωB97M-V/def2-TZVPD
C -0.83 0.39 -0.82
C 1.21 0.00 0.39
C -1.17 1.42 0.17
C 1.01 1.34 1.03
C 0.23 -1.91 -0.61
N -0.15 -0.61 0.00
O -0.09 1.94 0.93
O -0.78 -0.82 1.15
H -1.66 -0.03 -1.21
H -0.19 0.66 -1.70
H 1.90 -0.02 -0.39
H 1.49 -0.73 1.23
H -1.88 2.26 -0.07
H -1.88 1.11 0.97
H 1.81 1.90 1.56
H -0.60 -2.37 -1.29
H 1.02 -1.87 -1.44
H 0.55 -2.67 0.11
```

Calculated values
- strongest force on any atom (hartree/bohr) = 0.091
- net charge = +1
- HOMO level (hartree) = -0.4914

Atom charges from the natural (NBO) analysis, given in e for atoms 1 to 8:
1 C -0.275
2 C -0.376
3 C -0.148
4 C 0.521
5 C -0.456
6 N 0.073
7 O -0.290
8 O -0.691

***

No. 5
Computed, not measured: a structure of composition C5H10NO2 in a non-equilibrium geometry, with ωB97M-V/def2-TZVPD.

The geometry in XYZ format:
```
18
C5H10NO2 ωB97M-V/def2-TZVPD
C -1.44 -0.76 -0.29
C -2.79 -0.13 -0.29
C -0.34 -0.04 -0.39
C 2.04 -0.94 0.45
C 0.18 2.11 0.54
N 1.14 -1.13 -0.67
O -3.79 -0.58 0.19
O 0.07 1.15 -0.57
H -1.63 -1.80 -0.26
H -2.85 0.72 -0.89
H 2.03 -1.82 1.17
H 3.01 -0.85 0.09
H 1.65 -0.12 1.15
H -0.91 2.16 0.80
H 0.54 3.00 -0.06
H 0.84 1.74 1.36
H 1.43 -0.71 -1.52
H 0.82 -2.01 -0.82
```

Calculated values
- strongest force on any atom (hartree/bohr) = 0.099
- net charge = +1
- HOMO level (hartree) = -0.5132

Atom charges from the natural (NBO) analysis, given in e for atoms 1 to 8:
1 C -0.414
2 C 0.399
3 C 0.601
4 C -0.436
5 C -0.249
6 N -0.588
7 O -0.426
8 O -0.487

***

No. 6
Computed, not measured: the ion C5H10NO2 with charge +1 in a non-equilibrium geometry, with ωB97M-V/def2-TZVPD.

The geometry in XYZ format:
```
18
C5H10NO2 ωB97M-V/def2-TZVPD
O -1.29 -1.23 1.66
C -0.96 -0.17 1.22
O -1.28 1.02 1.75
C -0.40 -0.01 -0.19
C 1.07 0.25 -0.39
C 1.70 -0.36 -1.61
C 2.82 -1.06 -1.56
N -1.16 1.15 -0.83
H -1.60 1.00 2.66
H -0.60 -0.91 -0.76
H 1.55 1.22 -0.22
H 1.65 -0.13 0.44
H 1.18 -0.32 -2.57
H 3.37 -1.48 -2.39
H 3.31 -1.25 -0.60
H -1.08 1.16 -1.85
H -2.12 1.23 -0.46
H -0.67 1.99 -0.53
```

Calculated values
- SMILES = C=CC[C@H]([NH3+])C(=O)O
- strongest force on any atom (hartree/bohr) = 0.048
- net charge = +1
- HOMO level (hartree) = -0.5037

Atom charges from the natural (NBO) analysis, given in e for atoms 1 to 8:
1 O -0.484
2 C 0.761
3 O -0.717
4 C -0.135
5 C -0.527
6 C -0.231
7 C -0.319
8 N -0.673

***

No. 7
Computed, not measured: a cluster of 2 separate species, C5H10NO3 in total in a non-equilibrium geometry, with ωB97M-V/def2-TZVPD.

The geometry in XYZ format:
```
19
C5H10NO3 ωB97M-V/def2-TZVPD
C -0.50 0.83 3.12
C -0.75 -0.57 -1.98
C -0.22 0.35 -0.88
C -1.19 -1.99 -1.76
C 1.25 2.19 2.27
N 0.76 -0.26 -1.88
O -1.25 -0.02 3.07
O 0.05 -0.13 0.46
O 0.22 1.78 3.34
H -1.32 -0.11 -2.80
H -2.00 -2.24 -2.43
H -1.47 -2.22 -0.72
H -0.51 -2.73 -2.21
H 1.50 3.23 2.43
H 0.89 1.77 1.32
H 2.24 1.67 2.33
H 1.46 -0.95 -1.62
H 1.02 0.44 -2.63
H -0.18 -1.05 0.57
```

Calculated values
- strongest force on any atom (hartree/bohr) = 0.057
- net charge = +1
- HOMO level (hartree) = -0.3870

Atom charges from the natural (NBO) analysis, given in e for atoms 1 to 8:
1 C 1.157
2 C -0.111
3 C -0.008
4 C -0.673
5 C -0.267
6 N -0.619
7 O -0.283
8 O -0.805

***

No. 8
Computed, not measured: the molecule C5H10NO4PS in a non-equilibrium geometry, with ωB97M-V/def2-TZVPD.

The geometry in XYZ format:
```
22
C5H10NO4PS ωB97M-V/def2-TZVPD
C -0.80 -0.48 0.74
C 1.37 -0.89 1.14
C 1.29 0.22 0.07
C 2.13 1.44 0.44
C 1.63 -0.30 -1.32
N -0.14 0.51 0.15
O -2.02 -0.67 0.81
O 0.02 -1.33 1.35
O -4.02 -1.39 -0.65
O -2.37 0.26 -1.63
P -3.31 0.02 -0.54
S -4.33 1.34 0.45
H 1.96 -1.75 0.83
H 1.75 -0.51 2.10
H 2.06 2.19 -0.34
H 3.17 1.14 0.54
H 1.78 1.87 1.37
H 1.44 0.47 -2.07
H 1.03 -1.17 -1.57
H 2.68 -0.57 -1.37
H -4.67 -1.44 0.06
H -0.63 1.07 -0.54
```

Calculated values
- strongest force on any atom (hartree/bohr) = 0.027
- HOMO level (hartree) = -0.3231

Atom charges from the natural (NBO) analysis, given in e for atoms 1 to 8:
1 C 0.938
2 C -0.075
3 C 0.094
4 C -0.611
5 C -0.619
6 N -0.607
7 O -0.662
8 O -0.451

***

What are the energy above the lowest of the compared OMol25 structures with the same formula, charge and spin values for these records? In order: 179.1; 146.1; 13.8; 139.6; 98.7; 35.8; 150.1; 0.0 kcal per mole.